[1]
Entry from the Open Molecules 2025 dataset: a molecular structure, C23H41AlN2P3Se (ωB97M-V with the def2-TZVPD basis set).

As for the lowest unoccupied orbital energy: -0.412 Ha. The value obtained for the HOMO energy is -15.48 eV. The total charge is +3.

CARTESIAN COORDINATES (ANGSTROEM)
1 Al -0.392314 0.149957 0.343597
2 P -0.487057 1.958324 -1.657181
3 P -0.819608 1.248563 2.403304
4 P -2.458641 -0.967632 0.211162
5 H 2.993824 -6.674998 -3.394993
6 C 2.040751 -6.652209 -3.942689
7 C 1.865221 -5.962108 -5.074874
8 H 2.696395 -5.468769 -5.573083
9 C 0.536194 3.146934 -2.604589
10 C -1.593274 3.137174 -0.787428
11 C -1.538511 1.270560 -2.974032
12 C -0.411104 0.261322 3.878158
13 C 0.073743 2.775800 2.846226
14 C -2.528746 1.794478 2.839997
15 C -2.469497 -2.159664 -1.169438
16 C -3.952901 0.058870 -0.023982
17 C -2.859914 -1.960802 1.687725
18 H 1.260026 -7.341033 -3.580585
19 H 0.924887 -6.040735 -5.616027
20 H 1.473412 2.671774 -2.917078
21 H 0.740298 4.029843 -1.989535
22 H -0.038600 3.449137 -3.485223
23 H -1.046494 3.665642 0.009677
24 H -2.473327 2.625744 -0.370404
25 H -1.932885 3.875398 -1.531724
26 H -0.960369 0.552141 -3.569752
27 H -1.828939 2.113285 -3.615136
28 H -2.436406 0.792491 -2.563951
29 H -0.573938 0.888134 4.760675
30 H 0.641235 -0.026600 3.824731
31 H -1.013366 -0.647572 3.972823
32 H -0.328665 3.088986 3.811976
33 H -0.059504 3.576781 2.116374
34 H 1.139224 2.575251 2.948897
35 H -2.465671 2.288750 3.819222
36 H -3.278559 0.991842 2.921595
37 H -2.899116 2.526961 2.110744
38 H -3.462767 -2.630388 -1.239530
39 H -1.705407 -2.935563 -1.003828
40 H -2.245075 -1.648779 -2.118686
41 H -4.830837 -0.603910 -0.021722
42 H -3.915086 0.599663 -0.979453
43 H -4.058955 0.786043 0.793198
44 H -3.857669 -2.405866 1.557576
45 H -2.857977 -1.346735 2.600928
46 H -2.115295 -2.761971 1.793497
47 C 1.323133 -2.772737 -0.109365
48 C 1.401028 -2.795936 -1.524495
49 C 1.308933 -4.008211 -2.209016
50 C 1.136579 -5.198770 -1.499412
51 C 0.967022 -5.183220 -0.110734
52 C 1.036558 -3.974747 0.574993
53 Se 1.691274 -1.146494 0.787021
54 H 0.603889 0.864518 -0.982281
55 H 1.539040 -1.860828 -2.064418
56 H 1.373582 -4.028897 -3.302509
57 H 1.135025 -6.151133 -2.008406
58 H 0.771120 -6.126278 0.407189
59 H 0.883211 -3.939357 1.658358
60 N 2.847608 7.041093 3.307978
61 C 2.971408 5.998692 2.791729
62 C 3.122893 4.726096 2.116492
63 C 2.503747 4.489654 0.889531
64 C 2.612463 3.201097 0.335030
65 N 3.251172 2.214407 0.957514
66 C 3.960588 2.475147 2.054742
67 C 3.915049 3.719566 2.679787
68 H 2.027854 5.290442 0.331904
69 H 2.132811 2.998413 -0.625870
70 H 4.522517 1.628310 2.486249
71 H 4.472761 3.874660 3.610831

Forces on the atoms, in the same order (eV/Å):
Al 1.5 -2.1 2.1
P -0.3 2.1 -2.2
P -0.6 1.6 2.1
P -1.5 -1.0 -0.9
H -0.4 0.0 -0.4
C 0.1 -0.4 -0.6
C 0.2 -0.9 0.4
H -0.2 0.2 0.2
C 0.9 -0.4 0.4
C 0.0 -0.5 1.2
C 0.2 -1.0 0.3
C 0.3 -0.8 -0.3
C 0.2 0.0 -0.5
C -0.4 -0.1 -0.6
C 0.2 0.0 -0.1
C 0.2 0.3 0.0
C 0.6 0.1 0.4
H 0.3 0.5 -0.2
H 0.2 0.1 0.0
H -0.1 0.3 -0.1
H 0.1 -0.2 -0.1
H 0.0 -0.2 0.1
H -0.2 -0.1 -0.3
H 0.2 0.2 -0.1
H 0.3 -0.3 0.0
H -0.2 0.1 0.0
H 0.1 -0.1 0.3
H 0.2 0.1 -0.2
H 0.0 0.0 -0.2
H -0.1 0.0 0.1
H 0.1 0.1 -0.1
H 0.1 0.0 -0.1
H 0.0 0.0 0.1
H 0.1 0.0 0.0
H 0.1 -0.1 -0.3
H 0.4 0.1 0.0
H 0.1 -0.1 0.2
H 0.3 0.2 0.1
H -0.2 0.2 0.0
H -0.1 -0.2 0.3
H 0.3 0.1 0.0
H -0.1 -0.2 0.3
H 0.0 -0.2 -0.3
H 0.3 0.2 -0.1
H -0.1 -0.2 -0.3
H -0.2 0.2 0.0
C -0.7 -1.3 -1.4
C 0.0 -0.2 0.6
C -0.1 0.2 0.0
C -0.1 0.3 0.6
C 0.0 0.1 -0.5
C 0.1 0.8 0.5
Se -1.2 1.4 -0.3
H -0.9 0.8 -0.3
H 0.2 -0.2 0.0
H 0.1 -0.1 0.5
H -0.2 0.2 0.0
H 0.1 0.5 0.0
H 0.2 -0.1 -0.3
N 0.2 -2.4 -1.1
C -0.1 2.1 0.8
C 0.3 0.1 0.2
C 0.2 -0.6 -0.6
C -0.1 1.0 1.1
N 0.0 -0.5 -0.8
C -0.4 -0.1 0.3
C 0.1 -0.1 0.4
H -0.1 0.0 0.2
H 0.3 -0.2 0.2
H -0.3 0.6 -0.3
H -0.3 0.1 -0.4

Atomic partial charges in e from the Mulliken method, atoms 1 to 2: atom 1 (Al): -0.43, atom 2 (P): 1.03

---

[2]
Entry from the Open Molecules 2025 dataset: a molecular structure, C23H41BrIrP2 (ωB97M-V with the def2-TZVPD basis set).

The expectation value of S² is 6.014. The multiplicity is 5. As for the lowest unoccupied orbital energy (alpha / beta): -0.085 / -0.188 Ha. The value obtained for the HOMO energy (alpha / beta) is -7.83 / -10.62 eV. The total charge is +1.

CARTESIAN COORDINATES (ANGSTROEM)
1 Ir -0.105717 0.792590 -3.673620
2 C -1.017770 -1.472687 0.179264
3 C 0.279558 -1.772244 -0.305834
4 C 0.481665 -0.116425 1.269240
5 C -0.872463 -0.502947 1.209201
6 C 1.191507 -0.896632 0.324671
7 C -2.279240 -2.152056 -0.150996
8 H -2.162422 -2.855098 -0.981876
9 H -3.065025 -1.439459 -0.444658
10 H -2.656139 -2.714279 0.721431
11 C -1.893010 -0.185393 2.199881
12 H -2.877276 -0.336308 1.753687
13 H -1.784005 0.832839 2.574914
14 H -1.797585 -0.868694 3.055342
15 C 1.100539 0.655728 2.347174
16 H 1.274673 0.002126 3.216418
17 H 0.464652 1.481028 2.679552
18 H 2.071371 1.032972 2.016862
19 C 2.654777 -0.984412 0.215671
20 H 3.042688 -1.469671 1.124584
21 H 3.133582 0.008669 0.125649
22 H 2.934067 -1.586094 -0.655275
23 C 0.704544 -2.865895 -1.199564
24 H 1.144380 -3.716340 -0.641981
25 H 1.454729 -2.536468 -1.929754
26 H -0.120655 -3.260007 -1.784840
27 C -1.281759 1.649943 -4.979338
28 C -2.081365 0.364107 -5.128692
29 C -1.648106 -0.575771 -6.238567
30 C -0.110405 -0.869111 -6.271481
31 C 0.634725 -0.360646 -5.038125
32 C 1.332528 0.942487 -5.124715
33 C 0.956252 2.011314 -6.110161
34 C -0.566528 2.188025 -6.202507
35 H -1.901600 -0.163465 -7.219438
36 H 0.311811 -0.490038 -7.230068
37 H -2.182482 -1.535149 -6.196487
38 H -0.953978 1.758463 -7.133065
39 H -1.807261 2.410977 -4.376396
40 H -3.140775 0.620035 -5.157323
41 H -0.828948 3.249270 -6.223401
42 H 1.405358 2.975946 -5.820262
43 H 2.384677 0.820218 -4.881832
44 H 1.372715 1.764986 -7.093923
45 H 0.064435 -1.962384 -6.294711
46 H 1.240401 -1.108805 -4.511790
47 P -2.069665 -0.407701 -3.320002
48 C -3.604946 0.270573 -2.607658
49 C -2.220123 -2.204626 -3.635570
50 P 2.354476 1.357558 -1.612700
51 C 1.132986 2.154657 -2.764265
52 C 3.449996 0.335365 -2.746175
53 C 3.073001 3.024678 -1.398227
54 H -3.321645 1.027016 -1.847477
55 H -4.268251 -0.459642 -2.125676
56 H -4.156319 0.804549 -3.391283
57 H -1.843443 -2.446033 -4.641387
58 H -3.282187 -2.489771 -3.604790
59 H -1.676508 -2.853760 -2.920458
60 H 3.150754 3.573047 -2.349925
61 H 4.028264 2.969738 -0.868899
62 H 2.286192 3.497255 -0.783795
63 H 0.398713 2.795151 -2.221947
64 H 1.692483 2.808240 -3.465476
65 H 4.345219 0.018539 -2.186106
66 H 3.784783 0.867224 -3.649549
67 H 2.892489 -0.573706 -3.055184
68 Br -1.199284 1.600204 -1.214812

Forces on the atoms, in the same order (eV/Å):
Ir -0.2 1.2 3.2
C 0.3 -0.1 0.3
C 0.3 0.4 0.1
C 0.3 -0.5 0.1
C -0.1 -0.4 -0.4
C 0.1 0.0 -0.1
C -0.5 -0.4 -0.2
H 0.0 0.1 0.4
H 0.2 -0.1 0.2
H 0.1 0.2 -0.3
C -0.5 0.2 0.1
H -0.1 0.2 0.3
H -0.2 0.0 0.0
H 0.0 0.1 -0.1
C 0.3 0.5 0.1
H 0.0 0.1 -0.1
H 0.1 -0.1 0.0
H -0.1 0.1 0.2
C 0.9 -0.2 0.4
H 0.0 -0.1 -0.2
H -0.3 -0.8 0.4
H 0.1 0.2 0.3
C 0.1 -0.5 -0.5
H -0.2 0.4 -0.1
H 0.0 0.0 0.2
H -0.1 -0.1 0.1
C -0.6 0.3 -0.1
C -0.9 -0.2 0.6
C 0.5 -0.5 -0.6
C -0.5 -0.7 0.2
C 2.4 -1.1 -3.2
C -0.1 -2.0 -0.4
C 0.1 0.2 -0.4
C -0.2 0.7 -0.2
H -0.3 0.2 0.2
H -0.1 0.0 0.8
H -0.1 0.5 0.0
H 0.0 0.0 0.3
H -0.1 -0.2 -0.6
H -0.2 0.0 -0.5
H 0.2 0.0 -0.3
H 0.0 -0.4 0.0
H -0.3 0.7 0.2
H 0.0 0.1 0.0
H -0.3 0.4 -0.2
H 0.0 -0.2 -0.6
P 0.2 -0.3 -1.2
C -0.7 0.3 0.4
C -0.3 -0.6 0.0
P -1.2 1.0 -1.3
C 0.1 1.5 -0.1
C 0.1 0.3 0.1
C 0.6 -0.1 0.4
H -0.3 -0.6 -0.6
H 0.2 0.0 -0.3
H 0.0 -0.3 0.1
H 0.0 0.1 0.5
H 0.3 0.0 0.0
H -0.3 0.7 -0.4
H 0.2 -0.2 0.5
H -0.1 0.4 0.1
H 0.6 0.1 -0.1
H 1.4 -0.3 -0.1
H -0.2 -0.6 0.1
H -0.3 0.0 -0.2
H 0.0 -0.1 0.4
H 0.3 0.5 0.2
Br -0.6 0.2 2.1

Atomic partial charges in e from the Mulliken method, atoms 1 to 2: atom 1 (Ir): 0.26, atom 2 (C): 1.53

---

Computed strongest force on any atom (eV/A) in order:
3.31, 4.15
Computed energy relative to the best compared isomer or geometry (same formula, charge and spin) (kJ/mol) in order:
82.5, 297.7